DFT (wB97M-V/def2-TZVPD) results for C16H38F3O6Zn as an isolated structure.

XYZ file:
```
64
Properties=species:S:1:pos:R:3:forces:R:3
Zn 0.4306 1.1357 0.1144 -1.151 -3.213 0.357
C 0.5353 -2.2703 0.3369 0.135 2.690 -0.576
O -0.7476 -2.2348 -0.3852 1.572 -1.834 0.444
O 0.8860 -0.9220 0.4077 0.035 -0.525 0.797
C 0.4434 -3.0467 1.7674 -0.905 1.955 -0.155
F 0.5222 -4.3783 1.6614 0.471 0.708 0.085
F 1.3399 -2.5722 2.7205 -0.988 -1.001 -1.624
F -0.7976 -2.7628 2.2594 0.501 -0.218 0.196
C -1.3046 -3.5000 -0.8387 -2.564 1.735 1.524
C -2.5818 -3.0803 -1.5211 -0.486 -0.513 -1.016
H -2.3108 -2.5235 -2.4181 -0.509 -0.346 -0.320
H -3.1040 -4.0243 -1.6769 -0.014 -0.069 -1.027
H -3.3789 -2.5372 -1.0134 0.693 0.447 0.766
H -1.7422 -3.9986 0.0261 1.078 -0.726 0.317
H -0.8027 -4.1600 -1.5462 0.941 0.366 0.437
H 1.2783 -2.7767 -0.2791 -0.033 -0.578 -0.036
C -1.1337 -0.3350 -3.5980 1.328 0.231 -1.039
C 0.2682 -0.0622 -3.0340 1.538 -1.554 -1.333
C 1.4484 0.5280 -3.9457 -0.832 -1.632 0.437
O 0.1505 0.9125 -2.0348 -0.217 1.704 1.288
H -1.8408 -0.3423 -2.7685 -0.048 0.084 -0.420
H -1.1752 -1.2456 -4.1957 0.121 -0.399 0.489
H -1.2951 0.3901 -4.3957 -0.701 0.612 0.381
H 0.6347 -0.9627 -2.5410 0.027 0.036 0.063
H 2.3667 0.3835 -3.3766 -0.051 0.516 0.295
H 1.2703 1.5770 -4.1825 0.044 0.000 -0.068
H 1.6925 -0.0318 -4.8485 -0.639 0.022 -0.236
H -0.0745 1.6576 -2.5966 -0.197 0.899 0.586
C -3.6352 0.8842 -1.0437 0.039 -0.686 -0.219
C -2.9615 0.8172 0.3479 -1.574 0.906 -1.031
C -3.6546 -0.1295 1.3292 0.505 0.908 -0.228
O -1.6383 0.4029 0.1404 0.995 0.340 0.180
H -2.9913 1.3336 -1.7996 0.105 0.515 0.310
H -4.6288 1.3250 -1.1245 0.093 0.196 0.451
H -3.7388 -0.1278 -1.4351 -0.145 -0.330 0.195
H -2.8922 1.8377 0.7246 -0.161 0.031 0.350
H -3.6395 -1.1320 0.9016 -0.108 -0.108 0.198
H -4.6740 0.1903 1.5449 0.018 -0.116 -0.119
H -3.0708 -0.0776 2.2483 -0.172 -0.373 0.112
H -1.6317 -0.5556 0.1929 0.778 -0.889 -0.247
C 1.4885 1.7359 4.0439 -0.150 -0.952 -0.468
C 0.3816 0.9269 3.2384 2.113 -0.435 4.289
C -0.7940 0.6767 4.2185 0.569 -1.362 -0.818
O 0.0281 1.6965 2.1536 -0.759 1.121 -1.662
H 2.4221 1.7205 3.4815 -0.157 0.956 -0.636
H 1.9086 1.3090 4.9546 -0.909 -0.547 0.303
H 1.0541 2.6947 4.3270 0.479 0.344 -0.281
H 0.8886 0.0258 2.8932 -0.652 -0.212 -0.181
H -1.3471 1.5462 4.5737 0.128 0.250 -0.355
H -0.4058 0.1702 5.1022 0.161 0.140 0.024
H -1.4519 -0.0676 3.7699 -0.398 0.256 -0.017
H -0.4534 2.4251 2.5520 -0.276 0.508 -0.523
C 3.5395 2.7473 -1.3490 0.377 0.235 -0.775
C 3.2179 1.4949 -0.5399 4.783 -0.573 -1.279
C 4.4769 0.9158 0.1760 -0.164 -0.655 -0.119
O 2.2305 1.8621 0.3498 -1.561 -0.491 0.790
H 3.0796 2.6604 -2.3333 -0.689 0.536 0.180
H 4.5620 2.9809 -1.6456 0.383 -0.643 0.559
H 3.2290 3.6121 -0.7625 -0.307 0.232 -0.445
H 3.0178 0.6822 -1.2382 -1.402 0.084 0.412
H 4.9356 1.5425 0.9409 -0.056 0.245 -0.129
H 5.2269 0.6079 -0.5525 0.156 0.855 -0.395
H 4.3390 -0.0818 0.5930 -0.871 0.153 0.549
H 2.6050 2.5303 0.9284 -0.320 0.162 0.417
```
Forces are in eV/Å.

energy above the lowest of the compared OMol25 structures with the same formula, charge and spin = 255.3 kJ/mol
total charge = +1
Kohn-Sham gap = 0.3137 hartree
strongest force on any atom = 4.98 eV/Å

Löwdin population analysis, charges in e, atoms 1 to 4:
1 Zn 0.875
2 C -0.323
3 O -0.149
4 O -0.230

---

DFT (wB97M-V/def2-TZVPD) results for a 7-piece molecular cluster, C17H53O22P5 overall.

XYZ file:
```
97
Properties=species:S:1:pos:R:3:forces:R:3
C -6.8516 5.1973 13.3765 -0.151 -0.354 -0.098
O -5.8129 5.8444 12.6680 2.940 0.564 -0.835
P -4.2781 5.2516 12.5999 -1.011 -2.661 0.248
O -4.2853 3.7330 12.4795 0.231 3.226 -0.147
O -3.4926 6.0700 11.4187 -1.428 -0.668 1.658
C -3.7220 5.6542 10.0769 0.571 -0.537 -1.305
O -3.6108 5.7587 13.9617 -0.993 0.655 -0.227
C -2.2087 5.6292 14.2443 -0.130 -0.684 -1.192
H -6.9562 5.6584 14.3586 0.073 -0.259 0.091
H -6.6342 4.1296 13.4052 -0.217 -0.006 0.324
H -7.7662 5.3745 12.8106 0.026 -0.072 0.040
H -4.7024 5.2355 9.8496 -0.227 0.359 0.468
H -3.0214 4.8783 9.7683 0.171 -0.190 0.469
H -3.4945 6.4734 9.3949 -0.325 0.319 0.370
H -1.7434 6.1959 13.4377 0.711 -0.075 0.425
H -1.9799 4.5659 14.1729 0.339 0.025 -0.098
H -1.9220 5.9583 15.2431 -0.587 0.368 -0.177
C -1.8863 -0.4929 21.2562 -0.365 0.171 0.401
O -3.0900 -0.5984 22.0711 -1.909 -0.915 -0.760
P -4.4514 -1.4160 21.5453 1.779 -0.406 0.164
O -5.1742 -0.7891 20.4213 0.894 -1.061 0.608
O -5.3085 -1.5358 22.8783 0.254 0.290 0.295
C -6.6747 -1.9562 22.9264 -1.075 -0.011 0.265
O -3.8610 -2.9752 21.3467 -1.276 2.895 -1.437
C -3.4846 -3.7268 22.4555 0.286 -0.887 0.652
H -2.0472 -0.3289 20.1907 -0.496 -0.506 -0.010
H -1.2748 -1.3705 21.4660 0.068 0.107 -0.277
H -1.3773 0.4202 21.5648 -0.023 -0.191 0.424
H -6.8064 -2.8567 23.5263 0.664 -0.533 -0.569
H -7.1698 -2.0098 21.9568 0.498 -0.331 -0.170
H -7.3381 -1.3109 23.5022 0.691 0.991 0.007
H -2.9640 -3.1219 23.1979 -0.110 -0.095 0.172
H -2.8276 -4.5266 22.1139 0.226 0.195 -0.131
H -4.3463 -4.2538 22.8652 -0.122 0.295 0.368
C -19.4399 -1.0170 26.2674 0.699 -0.385 0.163
O -20.0356 -1.3093 25.0159 -1.133 0.970 -1.282
P -20.3177 -0.1774 23.9119 -0.849 0.785 1.315
O -20.9839 -0.7120 22.7169 0.663 0.460 0.645
O -18.9103 0.6046 23.7142 -2.308 -0.014 0.542
C -17.8830 -0.0078 23.0084 2.236 -0.707 0.169
O -21.1763 0.9505 24.7973 1.607 -2.686 -0.898
C -21.7321 2.0303 24.1362 -0.541 2.459 -0.812
H -18.3999 -1.2931 26.0935 0.222 0.318 0.729
H -19.8771 -1.6744 27.0189 -0.007 -0.028 -0.148
H -19.5587 0.0120 26.6067 0.037 0.025 -0.296
H -17.0432 -0.1207 23.6939 0.180 0.171 0.261
H -17.4892 0.6396 22.2249 -0.540 -0.189 -0.309
H -18.0409 -1.0438 22.7086 -0.648 0.228 -0.530
H -21.1809 2.9437 24.3594 0.327 0.008 0.243
H -22.7502 2.2659 24.4462 -0.095 -0.622 0.309
H -21.7605 2.0243 23.0465 0.148 -0.797 -0.104
C -5.8718 10.0293 16.8293 -0.632 0.073 0.102
O -5.5288 10.4797 18.1305 0.509 -1.287 3.337
P -5.8084 9.5345 19.4867 -0.168 0.738 -0.433
O -7.2654 9.2482 19.7743 2.944 0.339 -0.487
O -4.8178 8.2504 19.2724 -1.098 0.192 -0.282
C -5.3439 6.9089 19.4067 -1.115 -0.036 0.779
O -4.9573 10.3584 20.6258 -0.896 0.070 -1.852
C -5.2439 10.2780 21.9999 -0.841 -1.123 1.712
H -6.5614 9.1883 16.9035 -0.188 0.085 -0.292
H -5.0164 9.7331 16.2221 0.214 0.084 0.314
H -6.3468 10.9155 16.4085 -0.154 -0.400 -0.466
H -6.4076 6.9705 19.6366 -0.097 0.086 -0.052
H -4.9100 6.4032 20.2693 0.446 0.211 -0.141
H -5.2776 6.2596 18.5337 0.589 0.576 -0.294
H -5.2001 11.1686 22.6267 0.363 0.802 -1.087
H -4.5747 9.5942 22.5222 0.292 -0.255 -0.422
H -6.2466 9.9100 22.2170 -0.191 -0.176 -0.458
C -14.1844 -7.7776 15.8937 0.705 -1.324 0.672
O -15.4017 -7.0882 15.6557 -0.704 1.279 0.027
P -15.6929 -5.6169 16.2484 -0.173 1.230 -0.689
O -15.2740 -5.3651 17.6240 0.773 -0.207 0.181
O -15.0678 -4.6048 15.1365 -0.232 -0.241 0.466
C -13.7400 -4.0500 15.1998 0.266 -0.696 0.685
O -17.2602 -5.3365 16.0831 0.648 -1.626 -1.639
C -17.8957 -4.1486 16.5356 0.737 0.348 1.363
H -13.6397 -7.4859 16.7916 -0.434 0.396 0.170
H -13.4328 -7.8198 15.1054 -0.463 0.901 -0.650
H -14.4263 -8.8341 16.0102 -0.337 0.053 0.220
H -13.3139 -4.0182 14.1970 -0.305 0.150 0.040
H -13.0922 -4.6733 15.8162 0.029 -0.254 -0.056
H -13.7013 -3.0831 15.7015 -0.467 0.157 -0.334
H -18.6339 -4.4491 17.2791 -0.005 0.061 -0.072
H -18.3771 -3.5084 15.7963 0.260 -0.598 -0.554
H -17.1167 -3.5746 17.0375 -0.296 0.377 0.176
C -13.0389 8.6167 18.5113 0.901 -0.586 -0.251
O -12.5630 8.9445 19.8217 -0.723 0.286 -0.361
H -12.8652 7.5490 18.3770 -0.127 -0.161 -0.357
H -14.0855 8.8021 18.2696 -0.018 0.354 0.845
H -12.4353 9.1554 17.7808 -0.112 0.020 -0.254
H -11.6102 8.9405 19.7041 0.105 0.089 0.384
C -11.0653 2.0514 19.6777 -0.172 0.407 -1.073
O -10.2268 1.8131 18.5141 0.107 0.285 1.289
H -11.3804 3.0945 19.7046 -0.261 0.078 -0.497
H -11.9198 1.3981 19.5013 -0.132 0.112 0.753
H -10.5985 1.9692 20.6593 0.288 -0.843 -0.180
H -9.3912 1.4986 18.8671 0.185 -0.040 -0.295
```
Forces are in eV/Å.

energy above the lowest of the compared OMol25 structures with the same formula, charge and spin = 428.4 kJ/mol
total charge = 0
Kohn-Sham gap = 0.3860 hartree
strongest force on any atom = 3.61 eV/Å
structure (SMILES) = COP(=O)(OC)OC.COP(=O)(OC)OC.COP(=O)(OC)OC.COP(=O)(OC)OC.COP(=O)(OC)OC.CO.CO

Löwdin population analysis, charges in e, atoms 1 to 4:
1 C -0.107
2 O -0.242
3 P 0.497
4 O -0.281